## i
The following is a DFT calculation (ωB97M-V/def2-TZVPD) of an isolated molecule of C3H5ClO2.

Geometry as ORCA input:
```
! wB97M-V def2-TZVPD RIJCOSX def2/J DEFGRID3
* xyz 0 1
C 1.30 0.47 -0.71
C -0.44 -0.50 1.01
C -0.22 -0.43 -0.49
O 2.15 0.17 -1.47
O -1.12 0.41 -1.20
Cl 1.37 2.01 0.14
H -1.41 -1.10 1.16
H -0.74 0.49 1.45
H 0.40 -1.05 1.50
H 0.12 -1.42 -0.92
H -1.40 0.95 -0.48
*
```

Summary:
LUMO energy ... 0.66 eV

Mulliken atomic charge list, values in e, 4 entries: atom 1 (C): 0.45, atom 2 (C): -1.13, atom 3 (C): 0.07, atom 4 (O): -0.40


## ii
The following is a DFT calculation (ωB97M-V/def2-TZVPD) of an isolated molecule of C3H5ClO2.

Geometry as ORCA input:
```
! wB97M-V def2-TZVPD RIJCOSX def2/J DEFGRID3
* xyz 0 1
C 0.73 -1.36 -0.19
C -0.32 -0.26 -0.18
C -0.04 1.01 0.45
H 0.38 -2.18 -0.79
H 1.46 -0.76 -0.69
H 0.99 -1.61 0.80
H -1.32 -0.56 0.26
H -0.70 2.62 0.96
O -1.07 1.86 0.48
O 1.04 1.36 0.81
Cl -1.16 -0.11 -1.92
*
```

Summary:
LUMO energy ... 0.23 eV

Mulliken atomic charge list, values in e, 4 entries: atom 1 (C): -1.05, atom 2 (C): 0.08, atom 3 (C): 0.55, atom 4 (H): 0.36


## iii
The following is a DFT calculation (ωB97M-V/def2-TZVPD) of a structure of composition C3H5ClO2.

Geometry as ORCA input:
```
! wB97M-V def2-TZVPD RIJCOSX def2/J DEFGRID3
* xyz 0 1
C -0.29 -0.84 0.27
C -0.91 1.00 0.37
C 1.06 -1.05 -0.28
O -2.03 1.36 0.88
O 1.31 -0.67 -1.55
Cl 2.33 -0.15 0.89
H -0.36 -1.29 1.22
H -0.55 1.55 -0.62
H 1.36 -2.07 0.02
H -2.57 2.01 0.45
H 0.65 0.14 -1.66
*
```

Summary:
LUMO energy (spin up / spin down) ... -0.19 / -0.77 eV

Mulliken atomic charge list, values in e, 4 entries: atom 1 (C): -0.66, atom 2 (C): 0.08, atom 3 (C): 0.18, atom 4 (O): -0.37


Which structure wins on stability? ii wins.